ORCA calculation (wB97M-V/def2-TZVPD) on C6H13N3O2 in the gas phase at a distorted geometry.

**2S+1**: 1
**E_HOMO**: -8.23 eV
**Energy relative to the best compared isomer or geometry (same formula, charge and spin)**: 128.02 kcal/mol
**Charge**: 0

Last column: Mulliken charge in e.
Element x y z (Å)
C -0.09 -1.63 0.09  -0.927
C -0.28 0.51 -0.98  0.007
C 0.65 0.38 1.06  0.369
C 0.78 0.48 -1.93  -1.420
C 2.15 0.66 0.99  -1.157
C -2.41 -0.64 -0.43  -0.758
N 0.25 -0.95 1.30  -0.330
N -0.97 -0.67 -0.82  0.092
N -0.15 1.32 1.62  0.948
O 0.17 2.50 1.54  -0.636
O -1.32 1.00 1.99  -0.668
H 0.74 -1.85 -0.50  0.364
H -0.61 -2.56 0.24  0.431
H -0.98 1.35 -0.91  0.487
H 0.50 0.49 -3.03  0.369
H 1.41 -0.53 -1.96  0.191
H 1.48 1.25 -1.79  0.395
H 2.52 1.74 0.69  0.211
H 2.38 0.04 0.10  0.289
H 2.63 0.39 1.88  0.377
H -2.45 -0.98 0.63  0.234
H -2.97 0.23 -0.78  0.312
H -2.82 -1.51 -0.85  0.395
H -0.61 -1.01 1.86  0.425